17
Properties=species:S:1:pos:R:3 method="wB97M-V/def2-TZVPD" homo_lumo_gap_ev=10.870 fmax_ev_per_a=0.4 mol_weight_g_mol=102.1 total_charge=0 smiles=OC[C@H]1CCOC1 homo_ev=-9.94
O -0.00929 -1.26736 1.01433
C 1.21655 -0.98712 0.31560
C 0.80500 -0.35392 -1.01448
C -0.54460 0.27821 -0.65079
C -1.12041 -0.84456 0.21012
O -0.30655 1.42113 1.55972
C -0.39921 1.59054 0.15786
H -0.09714 0.49276 1.75376
H 1.79695 -1.90908 0.19923
H 1.80121 -0.28673 0.92711
H 0.65910 -1.12951 -1.77683
H 1.53572 0.36967 -1.39146
H -1.15161 0.46177 -1.54370
H -1.48665 -1.68370 -0.39974
H -1.91527 -0.51776 0.88796
H -1.27105 2.23187 -0.03328
H 0.48725 2.13380 -0.21540